Formula: C5H8HgO3
Source: OMol25
Level of theory: ωB97M-V with the def2-TZVPD basis set

Each line ends with the Mulliken spin population.
Cartesian coordinates (Å):
O: 0.9939 2.6906 -1.5546  0.01
O: -0.7533 1.4028 -1.3926  0.00
O: 0.6057 1.5494 0.3918  -0.01
C: 2.0406 3.3532 -1.1226  0.00
C: -1.7731 0.7109 -0.6580  0.04
C: -1.7524 -0.6142 -0.5922  0.01
C: 0.2976 1.8019 -0.7392  0.00
H: 2.2486 3.0036 -0.0831  0.00
H: -2.5665 1.3661 -0.3002  0.00
H: -2.5848 -1.0978 -0.0794  0.00
H: 0.6962 -1.9699 0.1342  0.00
H: -1.0360 -1.2725 -1.0849  -0.01
Hg: -0.0487 -0.0620 1.7639  0.92
C: 0.9004 -2.5321 1.0947  0.02
H: 1.5957 -2.1322 1.8461  0.01
H: 1.2158 -3.5379 0.7965  0.02
H: -0.0796 -2.6599 1.5796  0.01

Forces on atoms 1 to 3 (eV/Å):
O -0.69 -0.71 -0.03
O -0.75 -0.42 0.29
O 0.78 0.43 0.18

The relative energy (zero: lowest compared OMol25 entry of this formula, charge and spin) is 0.000 eV. Its expectation value of S² is 0.752. The net charge is +1. The multiplicity is 2. The value obtained for the largest force on an atom is 1.41 eV/Å. Its LUMO energy (spin up / spin down) is -0.1469 / -0.2615 Ha.